# 1
DFT (ωB97M-V/def2-TZVPD) results for C20H23ClN2O2 in the gas phase.

Values from the calculation:
2S+1: 1
Charge: 0
Gap between HOMO and LUMO (eV): 9.150
Energy relative to the best compared isomer or geometry (same formula, charge and spin) (kcal per mole): 31.07

Positions of all 48 atoms, in Å:
C (0.630, 1.254, -2.193)
H (0.355, 0.512, -2.940)
H (1.364, 1.945, -2.619)
O (-0.569, 1.912, -1.860)
C (-0.545, 2.884, -0.913)
C (0.603, 3.335, -0.271)
C (0.537, 4.360, 0.658)
C (-0.678, 4.957, 0.941)
C (-1.835, 4.523, 0.313)
C (-1.780, 3.473, -0.588)
C (-3.039, 3.037, -1.270)
O (-3.765, 3.815, -1.851)
N (-3.329, 1.709, -1.219)
C (-2.654, 0.694, -0.531)
C (-2.465, -0.541, -1.145)
C (-1.782, -1.546, -0.492)
C (-1.282, -1.350, 0.791)
C (-1.502, -0.128, 1.411)
C (-2.188, 0.885, 0.766)
H (-2.363, 1.823, 1.270)
H (-1.138, 0.037, 2.415)
C (-0.499, -2.448, 1.456)
N (0.714, -2.721, 0.700)
C (1.655, -1.620, 0.782)
C (2.806, -1.842, -0.193)
C (3.517, -3.150, 0.137)
C (2.496, -4.282, 0.134)
C (1.353, -3.962, 1.093)
H (0.607, -4.761, 1.056)
H (1.743, -3.908, 2.127)
H (2.087, -4.398, -0.871)
H (2.965, -5.223, 0.427)
H (4.306, -3.348, -0.589)
H (3.978, -3.076, 1.125)
H (2.403, -1.893, -1.206)
H (3.501, -1.003, -0.138)
H (1.121, -0.699, 0.534)
H (2.056, -1.513, 1.809)
H (-0.278, -2.177, 2.505)
H (-1.098, -3.364, 1.463)
H (-1.615, -2.495, -0.979)
H (-2.844, -0.699, -2.144)
H (-4.065, 1.417, -1.850)
H (-2.786, 4.987, 0.524)
Cl (-0.756, 6.250, 2.085)
H (1.434, 4.698, 1.152)
H (1.563, 2.894, -0.488)
H (1.062, 0.745, -1.326)

=====

# 2
DFT (ωB97M-V/def2-TZVPD) results for a molecular structure, C30H34F6N6O3STi.

Values from the calculation:
2S+1: 2
Charge: -1
Gap between HOMO and LUMO (spin up / spin down) (eV): 6.887 / 6.863
⟨S²⟩: 0.77
Energy relative to the best compared isomer or geometry (same formula, charge and spin) (kcal per mole): 23.48

Positions of all 81 atoms, in Å:
Ti (-1.202, 0.065, -0.747)
O (-1.448, -1.824, -0.200)
N (-2.099, -2.897, -0.642)
C (-1.742, -4.063, -0.052)
C (-2.323, -5.240, -0.408)
C (-3.306, -5.206, -1.413)
C (-3.649, -4.021, -1.989)
C (-3.047, -2.785, -1.617)
S (-3.433, -1.299, -2.300)
H (-0.975, -3.942, 0.698)
H (-2.017, -6.155, 0.075)
H (-3.789, -6.119, -1.736)
H (-4.397, -3.971, -2.767)
N (-4.265, 0.691, 0.219)
H (-4.980, 0.096, 0.623)
H (-4.489, 0.786, -0.764)
H (-4.326, 1.607, 0.646)
O (-0.613, -0.063, -2.482)
N (-0.202, 0.592, -3.512)
C (0.290, -0.151, -4.482)
C (0.397, -1.577, -4.376)
N (0.491, -2.720, -4.280)
C (0.753, 0.532, -5.652)
N (1.131, 1.074, -6.594)
C (1.339, 0.580, 5.360)
C (0.374, 0.487, 4.204)
C (-0.990, 0.483, 4.426)
C (-1.856, 0.401, 3.333)
C (-3.347, 0.449, 3.540)
C (-1.340, 0.321, 2.057)
C (0.052, 0.272, 1.777)
C (0.881, 0.389, 2.911)
N (0.454, 0.112, 0.455)
C (1.862, -0.166, 0.150)
C (2.786, 1.040, 0.435)
C (4.240, 0.719, 0.069)
C (4.334, 0.448, -1.434)
C (3.431, -0.737, -1.779)
C (3.928, -1.981, -1.042)
C (3.834, -1.730, 0.463)
C (4.701, -0.523, 0.842)
C (2.375, -1.449, 0.839)
C (1.991, -0.422, -1.359)
H (0.815, 0.779, 6.296)
H (2.064, 1.381, 5.203)
H (1.903, -0.348, 5.484)
H (-1.387, 0.546, 5.434)
H (-3.624, 0.029, 4.509)
H (-3.868, -0.109, 2.763)
H (-3.712, 1.479, 3.510)
H (-2.098, 0.273, 1.278)
H (1.953, 0.392, 2.813)
H (2.733, 1.359, 1.474)
H (2.421, 1.881, -0.163)
H (4.875, 1.570, 0.331)
H (5.370, 0.233, -1.721)
H (4.017, 1.334, -1.991)
H (3.448, -0.915, -2.858)
H (4.961, -2.206, -1.332)
H (3.315, -2.845, -1.314)
H (4.182, -2.613, 1.009)
H (5.752, -0.733, 0.616)
H (4.633, -0.339, 1.920)
H (2.281, -1.398, 1.921)
H (1.733, -2.273, 0.507)
H (1.331, -1.244, -1.651)
H (1.659, 0.471, -1.892)
C (-0.411, 3.764, -1.557)
C (-1.682, 3.223, -0.901)
O (-1.544, 1.904, -0.610)
C (-1.934, 3.989, 0.421)
F (-0.824, 4.017, 1.170)
F (-2.899, 3.447, 1.174)
F (-2.287, 5.275, 0.185)
C (-2.886, 3.437, -1.860)
F (-4.078, 3.405, -1.233)
F (-2.821, 4.623, -2.498)
F (-2.911, 2.485, -2.797)
H (0.427, 3.482, -0.923)
H (-0.432, 4.847, -1.680)
H (-0.285, 3.292, -2.530)

=====

# 3
DFT (ωB97M-V/def2-TZVPD) results for 2 unconnected molecules or ions with the total composition C3H7O.

Values from the calculation:
2S+1: 1
Charge: +1
Gap between HOMO and LUMO (spin up / spin down) (eV): 8.372 / 7.981
Energy relative to the best compared isomer or geometry (same formula, charge and spin) (kcal per mole): 106.21

Positions of all 11 atoms, in Å:
C (-1.172, -1.241, -1.085)
C (0.450, 0.953, 1.207)
C (0.364, 0.289, -0.167)
O (-0.496, -0.764, -0.178)
H (-1.841, -2.052, -0.927)
H (-1.155, -1.012, -2.165)
H (1.258, 1.634, 1.127)
H (-0.462, 1.503, 1.421)
H (0.594, 0.150, 1.935)
H (2.235, -0.287, -0.154)
H (0.226, 0.828, -1.014)

=====

# 4
DFT (ωB97M-V/def2-TZVPD) results for a gas-phase ion, C22H33BBrCl2FN2O4PS (charge -1).

Values from the calculation:
2S+1: 1
Charge: -1
Gap between HOMO and LUMO (eV): 7.997

Positions of all 68 atoms, in Å:
C (-2.511, -3.773, -1.542)
C (-2.677, -2.731, -0.422)
C (-2.184, -1.289, -0.623)
Br (-3.647, -0.224, 0.359)
P (-0.336, -0.697, -0.238)
C (-0.789, -0.828, 1.637)
C (-1.220, 0.336, 2.531)
S (-1.974, -0.423, 4.090)
C (-0.910, 0.120, 5.367)
N (0.251, -0.361, 5.582)
N (0.819, 0.337, 6.634)
C (-0.059, 1.193, 6.980)
O (-1.172, 1.137, 6.254)
C (0.364, -2.533, -0.307)
B (0.288, -3.575, 0.862)
O (-0.516, -4.736, 0.827)
O (1.083, -3.524, 2.003)
C (-0.894, 1.133, -0.503)
C (-0.227, 2.342, -1.195)
O (-1.015, 3.286, -1.335)
C (1.102, 2.794, -1.801)
C (1.697, 3.887, -1.203)
C (2.855, 4.453, -1.657)
C (3.476, 3.932, -2.771)
C (2.900, 2.877, -3.424)
C (1.735, 2.344, -2.934)
C (0.178, -0.681, -2.114)
C (-0.782, -1.092, -3.236)
C (-1.603, 0.077, -3.825)
F (0.018, -1.503, -4.359)
C (1.494, -0.235, 0.453)
Cl (2.753, 0.097, -0.854)
C (1.705, 0.802, 1.613)
C (1.294, 2.270, 1.595)
Cl (3.563, 0.919, 1.895)
H (-1.533, -4.246, -1.623)
H (-3.205, -4.590, -1.312)
H (-2.849, -3.398, -2.512)
H (-3.772, -2.666, -0.416)
H (-2.522, -3.171, 0.565)
H (-2.570, -0.985, -1.596)
H (0.060, -1.214, 2.221)
H (-1.531, -1.612, 1.831)
H (-2.008, 1.025, 2.238)
H (-0.455, 0.951, 3.008)
H (0.135, 1.894, 7.775)
H (1.438, -2.552, -0.551)
H (-0.059, -3.000, -1.204)
H (-0.251, -5.220, 0.039)
H (1.955, -3.188, 1.772)
H (-1.439, 1.597, 0.320)
H (-1.699, 0.995, -1.234)
H (1.231, 4.329, -0.330)
H (3.260, 5.305, -1.126)
H (4.387, 4.398, -3.132)
H (3.366, 2.483, -4.318)
H (1.292, 1.529, -3.498)
H (0.552, 0.260, -2.516)
H (1.008, -1.352, -2.337)
H (-1.432, -1.949, -3.066)
H (-1.713, -0.077, -4.898)
H (-1.165, 1.045, -3.585)
H (-2.616, 0.033, -3.407)
H (1.939, -1.105, 0.932)
H (1.461, 0.354, 2.571)
H (2.096, 2.873, 1.179)
H (1.277, 2.596, 2.645)
H (0.302, 2.526, 1.228)

=====

Maximum force in eV/A, matching the order above: 0.61, 2.67, 5.21, 2.33